w | C2H11N2O | the ωB97M-V functional and the def2-TZVPD basis

Geometry as ORCA input:
```
! RIJCOSX wB97M-V def2-TZVPD def2/J DEFGRID3
* xyz 1 1
C -1.102 0.611 -0.803
N -0.115 -0.010 -1.649
C -0.272 1.446 0.201
N 0.942 0.767 0.685
H -1.810 -0.181 -0.218
H -2.009 1.218 -1.211
H -0.344 -1.046 -1.741
H -0.097 0.598 -2.470
H -0.882 1.578 1.196
H 0.012 2.378 -0.078
H 1.516 1.191 1.301
H 0.747 -0.206 1.092
H 1.516 0.536 -0.120
H 1.302 -3.028 1.703
H 0.184 -3.189 0.682
O 0.411 -2.663 1.429
*
```

Molar mass in g mol⁻¹: 79.1
Orbital gap in hartree: 0.40500
E_HOMO in Eh: -0.5250

***

x | C2H11N2O | the ωB97M-V functional and the def2-TZVPD basis

Geometry as ORCA input:
```
! RIJCOSX wB97M-V def2-TZVPD def2/J DEFGRID3
* xyz 1 1
C -1.185 0.061 -0.458
N -0.828 1.069 0.513
C -0.755 -1.326 0.043
N 0.604 -1.101 0.735
H -0.734 0.168 -1.452
H -2.264 0.039 -0.590
H -0.052 1.673 0.267
H -1.608 1.710 0.596
H -0.521 -2.076 -0.707
H -1.463 -1.716 0.769
H 1.126 -1.959 0.902
H 1.128 -0.415 0.177
H 0.408 -0.690 1.651
H 1.841 1.283 -1.545
H 2.487 1.961 -0.322
O 1.816 1.319 -0.578
*
```

Molar mass in g mol⁻¹: 79.1
Orbital gap in hartree: 0.39360
E_HOMO in Eh: -0.5118

***

y | C2H11N2O | the ωB97M-V functional and the def2-TZVPD basis

Geometry as ORCA input:
```
! RIJCOSX wB97M-V def2-TZVPD def2/J DEFGRID3
* xyz 1 1
N 0.445 0.459 0.671
C 1.427 -0.514 0.067
C 0.642 -1.645 -0.544
N -0.398 -1.054 -1.395
H -0.399 0.448 0.076
H 0.908 1.356 0.796
H 0.143 0.143 1.605
H 2.190 -0.760 0.806
H 1.883 0.057 -0.745
H 0.187 -2.329 0.181
H 1.316 -2.294 -1.102
H -1.289 -1.503 -1.229
H -0.181 -1.188 -2.376
H -2.811 2.967 1.654
H -1.822 3.302 0.549
O -2.242 2.553 0.986
*
```

Molar mass in g mol⁻¹: 79.1
Orbital gap in hartree: 0.41183
E_HOMO in Eh: -0.5319

***

Stability ranking, top and bottom: x is the most stable and w is the least stable.

***

w | C3H10N3 | the ωB97M-V functional and the def2-TZVPD basis

Geometry as ORCA input:
```
! RIJCOSX wB97M-V def2-TZVPD def2/J DEFGRID3
* xyz 1 1
C -2.724 -0.258 0.057
C -2.471 0.967 0.461
C 1.208 0.895 -0.667
N 0.452 -0.371 -0.533
N 2.431 0.782 -0.294
N 2.749 -0.499 0.248
H -3.009 -1.104 0.787
H -2.377 -0.574 -0.935
H -2.184 1.707 -0.275
H -2.787 1.323 1.373
H 0.099 -0.597 -1.425
H -0.327 -0.257 0.158
H 3.115 1.433 -0.404
H 3.728 -0.555 0.187
H 1.189 -1.062 -0.296
H 2.486 -0.320 1.198
*
```

Molar mass in g mol⁻¹: 88.1
Orbital gap in hartree: 0.38232
E_HOMO in Eh: -0.5144

***

x | C3H10N3 | the ωB97M-V functional and the def2-TZVPD basis

Geometry as ORCA input:
```
! RIJCOSX wB97M-V def2-TZVPD def2/J DEFGRID3
* xyz 1 1
C -0.344 -0.510 -0.118
C 2.206 0.932 -0.201
C 1.520 -0.350 0.282
N -0.751 0.663 -0.016
N -0.930 -1.700 -0.182
N -2.254 0.802 0.079
H 3.144 0.966 0.221
H 2.348 0.842 -1.241
H 1.830 1.887 -0.018
H 1.819 -1.416 0.095
H 1.366 -0.196 1.416
H -0.436 -2.537 -0.557
H -1.828 -2.007 0.118
H -2.316 1.754 0.153
H -2.709 0.325 0.833
H -2.666 0.546 -0.864
*
```

Molar mass in g mol⁻¹: 88.1
Orbital gap in hartree: 0.39675
E_HOMO in Eh: -0.5299

***

y | C3H10N3 | the ωB97M-V functional and the def2-TZVPD basis

Geometry as ORCA input:
```
! RIJCOSX wB97M-V def2-TZVPD def2/J DEFGRID3
* xyz 1 1
C 0.270 -1.135 0.350
C 0.780 -2.212 -0.140
C -0.334 -0.211 2.386
N -0.409 1.239 0.337
N -0.258 -0.095 0.867
N -0.146 1.310 -2.421
H 0.047 -2.806 -0.873
H 0.815 1.348 -2.799
H 1.825 -2.545 -0.118
H 0.697 -0.493 2.694
H -0.404 0.840 2.770
H -1.078 -1.014 2.726
H -0.693 2.000 0.843
H -0.483 2.009 -3.080
H -0.189 1.251 -0.624
H -0.440 0.514 -2.919
*
```

Molar mass in g mol⁻¹: 88.1
Orbital gap in hartree: 0.36331
E_HOMO in Eh: -0.5109

***

z | C3H10N3 | the ωB97M-V functional and the def2-TZVPD basis

Geometry as ORCA input:
```
! RIJCOSX wB97M-V def2-TZVPD def2/J DEFGRID3
* xyz 1 1
C 0.817 1.961 0.026
C 0.020 -1.807 0.643
C -0.901 -0.523 -1.092
N -0.055 -0.665 0.057
N -0.190 2.480 -0.581
N 0.784 -2.020 1.715
H 1.664 1.593 -0.532
H -0.538 -2.672 0.284
H -1.567 -1.379 -1.234
H -1.525 0.368 -0.982
H -0.288 -0.413 -1.990
H 1.336 -1.273 2.099
H -0.226 2.545 -1.592
H -0.995 2.827 -0.068
H 0.839 -2.926 2.145
H 0.823 1.905 1.102
*
```

Molar mass in g mol⁻¹: 88.1
Orbital gap in hartree: 0.28864
E_HOMO in Eh: -0.4610

***

Stability ranking, top and bottom: z is the most stable and w is the least stable.

***

w | C3H10N3 | the ωB97M-V functional and the def2-TZVPD basis

Geometry as ORCA input:
```
! RIJCOSX wB97M-V def2-TZVPD def2/J DEFGRID3
* xyz 1 1
C -0.711 0.993 -0.349
C 0.776 0.544 -0.298
C 0.693 -1.159 1.673
N -1.366 -0.116 -0.954
N -1.524 0.009 -2.207
N 1.250 0.075 1.015
H -1.194 1.321 0.669
H -0.835 1.959 -0.993
H 0.933 -0.157 -1.094
H 1.095 -1.226 2.668
H -0.384 -1.128 1.737
H 1.047 -2.046 1.089
H -1.690 -0.803 -2.751
H -1.311 0.894 -2.694
H 2.236 0.043 0.821
H 0.985 0.798 1.669
*
```

Molar mass in g mol⁻¹: 88.1
Orbital gap (spin up / spin down) in hartree: 0.25022 / 0.33441
E_HOMO (spin up / spin down) in Eh: -0.4302 / -0.4750

***

x | C3H10N3 | the ωB97M-V functional and the def2-TZVPD basis

Geometry as ORCA input:
```
! RIJCOSX wB97M-V def2-TZVPD def2/J DEFGRID3
* xyz 1 1
C 0.698 -2.198 -2.579
C -1.084 1.081 1.649
C -0.632 0.140 0.679
N 1.283 -2.023 -1.491
N 0.523 0.207 0.058
N -0.346 2.427 1.650
H 0.085 -1.483 -3.060
H -2.161 1.384 1.620
H -0.767 0.575 2.609
H -1.278 -0.680 0.548
H 0.889 -0.682 -0.533
H 0.874 -3.127 -3.329
H 1.035 1.112 0.046
H -0.428 2.843 2.500
H -0.652 3.116 0.957
H 1.960 -2.691 -1.325
*
```

Molar mass in g mol⁻¹: 88.1
Orbital gap in hartree: 0.35407
E_HOMO in Eh: -0.5101

***

Stability ranking, top and bottom: x is the most stable and w is the least stable.